{"formula": "C29H57Li2O10", "method": "ωB97M-V with the def2-TZVPD basis set", "e_above_lowest_kcal_mol": 61.2, "spin_multiplicity": 1, "charge": 1, "e_homo_ev": -10.89, "molar_mass_g_mol": 579.65, "species": ["H", "H", "C", "H", "H", "C", "H", "H", "O", "H", "C", "O", "H", "C", "O", "C", "O", "H", "C", "H", "H", "H", "H", "H", "C", "O", "Li", "H", "C", "H", "H", "H", "H", "H", "C", "C", "H", "H", "C", "H", "C", "H", "H", "H", "H", "H", "H", "H", "H", "H", "C", "C", "H", "H", "C", "C", "H", "H", "H", "Li", "H", "H", "O", "H", "H", "C", "H", "H", "H", "H", "H", "O", "O", "H", "O", "H", "C", "H", "C", "C", "H", "H", "H", "C", "H", "C", "C", "H", "C", "O", "C", "C", "C", "H", "C", "C", "H", "H"], "coordinates": [[-2.8358, -1.5564, 1.1862], [3.3174, -6.6493, 1.7021], [-4.2164, 1.1440, -2.9051], [-3.9965, -0.8589, -2.0128], [1.2354, 0.8743, 3.6446], [0.8392, 0.1803, 4.3895], [-0.8852, 0.4897, 5.7187], [1.9808, -4.4286, 2.5490], [-0.4238, -0.5719, -0.3953], [-0.6229, -0.4124, 2.0631], [4.3810, 5.4907, -1.1250], [-4.5190, 1.2568, 1.3883], [2.4530, 3.0577, -1.1567], [0.4313, 3.8049, 2.5711], [-1.2793, 3.9374, 0.9886], [-0.8661, -2.9794, -4.2456], [2.9037, -4.4016, -0.6178], [-4.3390, -1.2400, 0.3077], [-0.6079, -1.0214, 2.9734], [-2.4965, 0.8481, 1.4740], [-1.1504, -2.4294, -5.1448], [-1.6919, 3.7014, 3.0069], [0.4157, -4.2173, -5.4264], [0.6117, 3.5597, 3.6201], [2.2724, -3.7377, 0.4713], [1.1665, 0.5055, -1.5521], [2.6502, 0.6825, -2.8870], [-1.7957, -3.0856, -3.6794], [3.3234, 3.3891, -0.5860], [1.4989, -1.3989, 2.9292], [-3.2614, 2.0145, -4.6682], [1.1773, -5.3849, 1.3457], [-3.9319, -1.2915, 3.2310], [0.2746, 3.6104, -0.2989], [-4.9710, 0.5903, 2.5702], [3.6395, -5.5304, -0.1402], [1.3172, -3.3011, 0.1902], [4.7012, -5.4240, -0.3640], [3.3738, -5.6126, 1.3699], [-1.2049, 0.9429, -4.0828], [-3.5874, -0.2255, -2.7989], [2.9858, -2.9878, 0.8457], [1.3765, -5.3377, -3.5600], [-1.2111, 1.8475, -2.5581], [-0.9891, -1.9777, 2.6059], [4.2180, -5.1799, 1.9117], [-3.0218, 2.9902, -3.2862], [3.6989, 6.0798, -1.7449], [-5.1355, 1.1613, -3.4888], [-0.7381, -0.1156, -1.2131], [-3.7128, -0.9127, 1.1420], [4.3312, 4.0403, -1.5458], [-3.6982, -0.7771, -3.7407], [5.3294, 6.0242, -1.1903], [2.0867, -4.8130, 1.5330], [-0.3087, 3.0555, 0.4440], [-0.7051, 2.1581, -0.0425], [4.6671, 5.3337, 1.0277], [-1.1681, 5.3134, 2.5403], [3.6033, -0.5228, -0.0840], [3.9897, 3.9281, -2.5769], [-0.3402, -1.9640, -2.4573], [2.9318, 4.3889, 0.3369], [0.0230, -5.0217, -2.5137], [-0.8910, 1.5010, 4.2639], [-0.6579, 0.5030, 4.6529], [-0.9767, -5.1280, -4.8313], [-5.3974, -1.5303, 2.3060], [0.7029, -2.0579, 4.3019], [1.4408, 2.1633, 1.4723], [-4.5560, 1.0713, 3.4586], [1.1310, -3.3359, -3.0521], [-2.2003, -0.0009, -2.5567], [-6.0569, 0.6174, 2.6441], [1.6704, -0.4650, 0.4025], [3.2551, -6.4352, -0.6156], [0.5862, -4.6161, -3.3617], [3.3439, 6.3917, 0.5743], [0.8572, -0.1439, -0.4924], [-0.2783, -4.3292, -4.5889], [-0.1229, 1.7585, 2.1287], [5.3290, 3.6004, -1.4593], [0.7004, -1.4804, -3.8158], [-3.1164, 1.9457, -3.5874], [-4.4524, 1.5975, -1.9405], [0.7427, -1.1584, 3.6848], [3.8519, 5.4670, 0.3050], [1.1556, 4.5248, 2.1898], [-0.9998, 4.2525, 2.3639], [-1.4454, -0.4767, 3.9942], [-3.3846, 0.5532, 0.8989], [-1.8092, 1.2038, -3.2068], [0.4557, 2.5814, 1.6987], [-3.2511, 0.7791, -0.1577], [-4.5379, -0.8702, 2.4288], [0.1813, -2.3191, -3.3467], [1.4487, 0.2428, 5.2866], [3.7876, 2.5601, -0.0315]], "forces_ev_per_a": [[0.0033, 0.0364, 0.0481], [-0.1729, 0.0352, -0.0058], [-0.2028, 0.6535, 0.0373], [0.1562, 0.1129, 0.1572], [0.0623, 0.1731, 0.2532], [-0.3186, 0.0339, -0.4097], [-0.1532, -0.0785, -0.0377], [0.0391, 0.2094, -0.0872], [1.5292, 1.5920, -0.9127], [0.4090, 0.4250, 0.2847], [-0.5902, 1.2022, 0.0128], [-0.2610, 0.0533, -0.1066], [-0.2263, -0.1987, 0.4288], [-0.0359, -0.2282, 0.5576], [-0.6914, 0.1247, -0.3918], [-1.0443, 0.1619, -0.3542], [-0.1627, 0.2090, -0.3433], [0.0505, -0.1613, 0.0322], [-0.1435, -0.5620, 0.1562], [0.0981, 0.0722, -0.1254], [0.2520, 0.2006, 0.0893], [0.0053, -0.1106, 0.0125], [-0.1176, -0.0717, -0.1049], [0.2094, 0.2039, -0.0229], [0.2482, -0.7003, 0.3645], [1.0540, 0.0593, -0.6281], [-1.4143, 0.0253, 0.5004], [0.0606, -0.1206, 0.0175], [0.3657, 0.6121, -0.0134], [0.2392, 0.4934, 0.1678], [0.0590, -0.4071, 0.0018], [0.1532, -0.1875, -0.2538], [-0.1417, 0.4609, 0.3037], [0.2883, -0.0674, 0.1684], [0.1848, -0.3495, 0.0739], [-0.3531, -0.2905, 0.4897], [0.2167, 0.2572, -0.3777], [-0.0033, 0.0501, -0.1246], [0.3290, -0.4241, -0.1995], [-0.0246, 0.0831, -0.0496], [-0.3091, -0.3783, -0.1630], [-0.2486, 0.3750, 0.1689], [0.2813, 0.2873, -0.0135], [0.0805, -0.3623, 0.2823], [-0.2252, -0.1086, 0.5101], [-0.2183, 0.2570, 0.1215], [-0.3354, -0.0971, 0.3179], [-0.0887, -0.0914, 0.0894], [0.0060, -0.1903, -0.0043], [-1.3757, -0.8214, 0.3939], [-0.1588, 0.2475, -0.5925], [0.6594, -0.4533, -0.2660], [0.0073, 0.0629, -0.0533], [0.2066, -0.4671, -0.0583], [0.1935, 0.1574, 0.5478], [0.4534, -0.1921, 1.0013], [-0.6686, 0.3398, -0.0801], [-0.0572, -0.2509, -0.0049], [0.0191, 0.0719, -0.2090], [-1.2995, -0.2372, 0.8055], [0.1856, 0.0732, -0.0480], [0.3508, 0.0573, 0.1665], [-0.3999, -0.2335, 0.0678], [-0.2196, 0.1990, 0.0180], [-0.1146, -0.0051, 0.0497], [0.3882, 0.4578, 0.2865], [-0.1631, 0.1526, 0.0841], [-0.0639, 0.0775, 0.1716], [-0.1380, 0.3047, 0.4555], [0.0567, 0.2374, 0.0326], [0.1324, -0.0070, 0.0124], [0.5834, 0.1422, 0.3683], [0.4146, 0.1205, 0.4976], [-0.0180, 0.4646, -0.2273], [0.7948, 0.0759, -0.3687], [0.0691, 0.1147, -0.2715], [-0.3243, -0.0227, -0.1868], [-0.2046, -0.1281, 0.0047], [0.4062, -0.9382, 0.2859], [0.7581, -0.3869, 0.1269], [-0.0500, 0.1586, 0.0842], [-0.1169, -0.1352, -0.0331], [0.0855, 0.0528, -0.0909], [0.7418, 0.4912, -0.4932], [0.0747, -0.3094, 0.1375], [-0.0976, -0.8924, -1.2019], [0.4348, 0.1922, -0.1541], [-0.0507, 0.1059, 0.2008], [0.0300, -0.1098, -0.4025], [0.0899, -0.1343, -0.4235], [-0.0240, -0.1109, 0.4995], [-0.5005, 0.3736, -0.6898], [0.3451, -0.4995, -1.0761], [0.0617, 0.2119, 0.0576], [0.2209, -0.9714, -0.1493], [-0.4898, -0.5024, -0.1678], [0.0205, -0.2066, 0.0317], [-0.1468, -0.2016, -0.0573]]}

---

{"formula": "C4H7NO", "method": "ωB97M-V with the def2-TZVPD basis set", "e_above_lowest_kcal_mol": 135.3, "spin_multiplicity": 1, "e_homo_ev": -8.43, "molar_mass_g_mol": 85.11, "species": ["H", "H", "H", "H", "H", "C", "C", "O", "H", "C", "C", "H", "N"], "coordinates": [[0.1455, 2.1260, -0.8817], [1.0583, -0.4545, 1.7604], [-0.6257, 1.8202, -1.2801], [-1.3992, -1.3898, 0.4212], [1.0084, -1.9040, -0.6621], [0.3915, -0.4785, 0.9036], [-0.6699, 0.5307, 0.6446], [-0.0292, -0.2877, -1.3968], [1.9026, -0.3505, -0.6408], [0.9345, -0.8325, -0.4560], [-0.8140, 0.6407, -0.8464], [-0.9000, 1.3771, 1.2841], [-1.0029, -0.7971, 1.1500]], "forces_ev_per_a": [[-0.0675, -0.1788, 0.0111], [-0.1091, 0.0115, -0.1311], [-0.0347, 0.1373, -0.0597], [0.0500, 0.0750, 0.0467], [-0.0027, 0.1430, 0.0437], [0.2638, 0.0074, -0.0346], [-0.0440, 0.2555, -0.0077], [-0.0684, 0.0083, -0.0387], [-0.1048, -0.0548, 0.0458], [0.0782, -0.0838, 0.0952], [0.1406, 0.0111, 0.1874], [0.0493, -0.1363, -0.1097], [-0.1508, -0.1953, -0.0485]]}

---

In eV, the gap between HOMO and LUMO values for the records above are, in order, 5.790 9.043.